# 1
A 2-piece molecular cluster, C4H7Cl2N overall in a non-equilibrium geometry, computed with ωB97M-V/def2-TZVPD.

The geometry in XYZ format:
```
14
Properties=species:S:1:pos:R:3:forces:R:3
C -1.227026 1.644254 -0.898852 0.65 2.19 -0.10
C -1.734419 1.026700 0.133776 -0.56 -4.15 -1.25
C 1.303898 -2.220033 -0.247052 0.57 0.66 0.27
C 0.711965 -0.280053 0.936907 0.66 1.59 0.77
N 0.983101 -0.941790 -0.228600 -1.55 2.96 1.37
Cl -2.424039 1.696699 1.560460 0.17 -0.32 -0.49
Cl 1.004227 1.478832 1.182098 0.51 -0.53 -0.82
H -1.073828 2.742734 -0.938744 -0.24 -0.84 -0.07
H -0.722444 1.042700 -1.639605 -0.29 0.10 -0.38
H 1.319188 -2.592824 -1.212903 0.19 -1.35 -1.32
H 1.978795 -2.434600 0.548498 0.15 -1.01 0.24
H -1.675278 -0.180966 -0.091544 -0.77 3.08 1.75
H 0.881770 -0.570292 1.980208 -0.08 -1.47 -1.06
H 0.674088 -0.411367 -1.084648 0.59 -0.90 1.09
```
Positions in Å, forces in eV/Å.

For the energy relative to the best compared isomer or geometry (same formula, charge and spin), the calculation gives 4.509 eV. As for the charge: 0. Its spin multiplicity is 1. The HOMO energy (alpha / beta) comes out at -7.448 / -7.499 eV. The value obtained for the total energy is -30791.6618 eV. The HOMO-LUMO gap (alpha / beta) comes out at 7.863 / 8.080 eV.


# 2
The molecule C4H7Cl2NS in a non-equilibrium geometry, computed with ωB97M-V/def2-TZVPD.

The geometry in XYZ format:
```
15
Properties=species:S:1:pos:R:3:forces:R:3
C 1.082552 -0.439026 -0.237410 -2.47 -2.83 -0.03
C 2.066864 0.402455 0.030000 0.52 -2.78 0.66
C -1.363090 0.028838 -0.164461 -0.04 -1.04 0.37
C -0.184966 -0.009727 -1.066893 2.87 -1.07 0.28
N 4.393995 1.197729 1.285159 -2.58 -4.17 -0.97
S 3.441969 -0.331195 0.906618 2.68 4.51 1.21
Cl 2.249521 1.847776 -0.696191 0.58 2.60 -0.72
Cl 4.396105 -1.281234 -0.701641 0.05 -0.16 -0.24
H 1.051863 -1.563262 0.138262 0.45 2.60 -0.45
H -1.639044 -0.982139 0.106523 -0.23 -0.49 -0.24
H -2.217092 0.494409 -0.567504 -0.98 0.68 -0.59
H -1.137105 0.425599 0.780638 0.33 1.18 1.21
H 0.257479 0.917593 -1.425292 -1.41 0.25 -0.71
H -0.383906 -0.763796 -1.860260 0.50 0.72 0.20
H 5.154535 0.782038 1.847356 -0.27 -0.01 0.02
```
Positions in Å, forces in eV/Å.

For the energy relative to the best compared isomer or geometry (same formula, charge and spin), the calculation gives 2.459 eV. As for the charge: 0. Its spin multiplicity is 1. The HOMO energy (alpha / beta) comes out at -8.860 / -8.858 eV. The value obtained for the total energy is -41628.1151 eV. The HOMO-LUMO gap (alpha / beta) comes out at 8.354 / 8.352 eV.


# 3
C4H7Cl3Si as an isolated structure in a non-equilibrium geometry, computed with ωB97M-V/def2-TZVPD.

The geometry in XYZ format:
```
15
Properties=species:S:1:pos:R:3:forces:R:3
C 1.011293 1.606329 -0.497582 -1.46 0.34 1.47
C 0.745180 0.350194 -0.176382 3.17 -1.83 1.58
C 2.157585 -0.391411 0.863559 -3.39 2.93 -2.68
C -2.303016 -0.003981 -0.234090 1.04 -0.81 -2.69
Si -0.568812 -0.952545 -0.361132 -2.47 0.63 -1.18
Cl 2.543944 -1.867817 0.049368 0.27 -0.96 0.18
Cl -2.570650 0.936617 1.108615 -0.29 1.58 2.90
Cl -3.571612 -1.211961 -0.467654 -0.58 -0.76 0.09
H 0.199387 2.310507 -0.741301 0.58 -0.38 -0.77
H 1.877670 2.035420 -0.011694 0.25 0.38 -0.42
H 2.920327 0.382561 0.553643 -0.71 -1.02 1.46
H 1.624993 -0.464438 1.860850 1.50 -0.01 -1.07
H -2.496516 0.683061 -1.069509 0.60 -0.40 -0.08
H -0.514795 -1.777243 0.864923 0.07 -0.19 -0.33
H -1.054975 -1.635298 -1.741621 1.41 0.50 1.54
```
Positions in Å, forces in eV/Å.

For the energy relative to the best compared isomer or geometry (same formula, charge and spin), the calculation gives 6.230 eV. As for the charge: 0. Its spin multiplicity is 1. The HOMO energy comes out at -9.535 eV. The value obtained for the total energy is -49703.3639 eV. The HOMO-LUMO gap comes out at 9.797 eV.


# 4
A 2-piece molecular cluster, C4H7ClN overall in a non-equilibrium geometry, computed with ωB97M-V/def2-TZVPD.

The geometry in XYZ format:
```
13
Properties=species:S:1:pos:R:3:forces:R:3
C -0.690481 -0.892594 0.203952 -2.23 0.52 -0.80
C -1.911709 1.218046 1.139905 2.77 -0.75 -0.48
C 0.797307 0.962467 -0.948004 1.71 -0.85 0.58
C 0.551110 -0.894782 0.827813 2.16 2.44 2.07
N 0.505625 -0.480554 -0.628192 0.04 -2.04 -0.54
Cl -3.457744 1.170295 1.182005 -2.07 -0.27 -0.02
H 0.498882 1.479277 0.018553 1.05 -0.19 -1.44
H 1.904596 0.958711 -1.342413 -2.02 0.51 1.43
H 0.206059 1.340018 -1.757124 -0.65 -0.15 -0.38
H 0.805521 0.013736 1.451491 -0.24 -0.99 -0.66
H -1.104613 -1.862196 -0.069438 -0.38 0.42 -0.24
H 1.084354 -1.743245 1.212265 0.26 -0.60 -0.57
H 0.811093 -1.269180 -1.290815 -0.42 1.96 1.05
```
Positions in Å, forces in eV/Å.

For the energy relative to the best compared isomer or geometry (same formula, charge and spin), the calculation gives 7.738 eV. As for the charge: +1. Its spin multiplicity is 1. The HOMO energy (alpha / beta) comes out at -13.461 / -12.528 eV. The value obtained for the total energy is -18259.2887 eV. The HOMO-LUMO gap (alpha / beta) comes out at 8.354 / 7.142 eV.


# 5
A 2-piece molecular cluster, C4H7ClNO overall in a non-equilibrium geometry, computed with ωB97M-V/def2-TZVPD.

The geometry in XYZ format:
```
14
Properties=species:S:1:pos:R:3:forces:R:3
C 2.262694 -0.375909 0.049318 -5.49 -0.53 0.03
C -0.570632 1.077840 -0.401024 -1.64 1.66 -2.48
C -1.434556 -0.225885 -0.450727 0.00 1.21 0.07
C 0.255270 0.414551 0.649971 2.94 -2.07 -3.74
N -0.460288 -0.885868 0.491220 0.77 3.06 -2.35
O 2.027297 -1.452259 -0.393074 1.46 1.20 0.52
Cl 3.398024 0.761494 0.182242 1.45 0.45 -0.03
H -0.213488 1.481075 -1.411558 0.59 -1.47 1.21
H -1.205962 1.978851 -0.258659 0.43 -0.55 1.34
H -2.411887 -0.048115 0.084149 0.86 -0.79 -1.23
H -1.318054 -0.711330 -1.422904 -1.18 -0.15 0.30
H 0.296963 0.721677 1.595930 0.25 1.44 3.69
H -0.779610 -1.258881 1.296761 -1.45 -1.90 3.20
H 0.154234 -1.477246 -0.011644 1.00 -1.57 -0.53
```
Positions in Å, forces in eV/Å.

For the energy relative to the best compared isomer or geometry (same formula, charge and spin), the calculation gives 2.732 eV. As for the charge: +1. Its spin multiplicity is 1. The HOMO energy comes out at -13.583 eV. The value obtained for the total energy is -20310.8446 eV. The HOMO-LUMO gap comes out at 9.505 eV.


# 6
The molecule C4H7ClNOP in a non-equilibrium geometry, computed with ωB97M-V/def2-TZVPD.

The geometry in XYZ format:
```
15
Properties=species:S:1:pos:R:3:forces:R:3
C -0.186024 -1.468991 -1.325413 -1.08 1.44 -2.03
C 0.410712 -2.620641 -1.627236 -1.04 -2.43 -1.95
C -0.164318 0.869830 1.618565 -3.53 -2.94 -0.96
C -0.021305 0.590542 0.142743 -0.07 -0.26 -3.39
N -0.117134 -0.910607 -0.132792 1.12 0.41 2.42
O 1.360622 -3.097459 -0.785795 1.32 -0.50 1.37
P 1.509521 -2.540287 0.704744 -1.13 1.66 -0.89
Cl -0.078086 -3.174524 1.773525 -0.42 -0.35 0.27
H -0.636388 -0.979258 -2.233331 -0.05 -0.25 1.14
H 0.145160 -3.390458 -2.414059 0.46 1.64 0.71
H -0.225110 1.862129 1.889764 0.34 2.23 0.39
H -1.214036 0.414272 1.940078 2.12 0.77 -0.55
H 0.571951 0.316751 2.121762 1.06 -0.48 1.02
H -0.796422 1.250694 -0.555068 1.80 -1.90 1.72
H 1.008440 0.740257 -0.288095 -0.89 0.97 0.73
```
Positions in Å, forces in eV/Å.

For the energy relative to the best compared isomer or geometry (same formula, charge and spin), the calculation gives 2.470 eV. As for the charge: 0. Its spin multiplicity is 1. The HOMO energy (alpha / beta) comes out at -7.460 / -7.466 eV. The value obtained for the total energy is -29607.9863 eV. The HOMO-LUMO gap (alpha / beta) comes out at 6.921 / 6.931 eV.


# 7
The molecule C4H7ClO in a non-equilibrium geometry, computed with ωB97M-V/def2-TZVPD.

The geometry in XYZ format:
```
13
Properties=species:S:1:pos:R:3:forces:R:3
C -0.331542 0.219209 -1.502153 0.32 -1.92 2.36
C 0.048399 -0.819998 -0.326271 0.53 0.45 -0.29
C -0.306746 -0.190057 1.035572 1.62 -1.29 -0.18
C 0.665729 0.911837 1.330599 0.86 -0.40 0.01
H -1.348264 0.385265 -1.232671 -1.00 0.51 -0.34
H 0.212765 1.139773 -1.359123 0.38 -0.01 -0.70
H 1.124836 -1.021748 -0.155527 -0.45 -0.09 -1.18
H -0.487094 -1.767161 -0.507733 0.18 0.44 0.16
H -1.307048 0.049766 1.059860 -2.38 1.14 0.27
H -0.192521 -0.900654 1.884133 0.08 0.11 -0.51
H 0.722491 1.314543 2.368825 -0.33 0.16 -0.37
O 1.531977 1.174315 0.528179 -0.15 0.67 0.62
Cl -0.332981 -0.495090 -3.123689 0.35 0.24 0.15
```
Positions in Å, forces in eV/Å.

Its SMILES is O=CCCCCl. For the energy relative to the best compared isomer or geometry (same formula, charge and spin), the calculation gives 0.945 eV. As for the charge: 0. Its spin multiplicity is 1. The HOMO energy comes out at -10.249 eV. The value obtained for the total energy is -18830.5839 eV. The HOMO-LUMO gap comes out at 11.108 eV.


# 8
The molecule C4H7ClO2Si in a non-equilibrium geometry, computed with ωB97M-V/def2-TZVPD.

The geometry in XYZ format:
```
15
Properties=species:S:1:pos:R:3:forces:R:3
C 0.870363 1.459180 -0.341882 -2.31 -10.78 -3.09
C 1.234455 2.581427 -0.065573 -0.09 8.45 3.71
C -2.494957 0.516736 0.576378 0.09 2.30 3.22
C 1.928731 -2.047986 -0.141363 0.97 1.78 1.47
O -1.325848 -0.239842 0.870795 -0.45 0.29 -1.18
O 0.695729 -1.491839 0.281981 -0.17 -1.05 0.68
Si -0.228552 -0.343687 -0.336237 1.37 3.56 0.11
Cl 1.979701 4.058675 0.002719 1.03 -0.36 -0.80
H -3.181934 0.197996 1.379638 -0.15 0.38 -0.66
H -2.922328 0.404293 -0.368164 -0.54 -0.79 -1.70
H -2.369377 1.682796 0.682529 0.24 -2.11 0.02
H 2.629520 -1.144102 -0.069644 -0.21 -1.92 -0.51
H 1.707408 -2.403158 -1.077359 0.42 -0.43 -2.91
H 2.285563 -2.985497 0.353437 -0.58 1.20 0.69
H -0.808473 -0.244992 -1.747255 0.38 -0.53 0.95
```
Positions in Å, forces in eV/Å.

As for the charge: 0. Its spin multiplicity is 3. The HOMO energy (alpha / beta) comes out at -4.478 / -9.863 eV. The value obtained for the total energy is -28749.7567 eV. The HOMO-LUMO gap (alpha / beta) comes out at 5.309 / 6.694 eV.